1.
# C15H44FN13O10

A cluster of 7 separate species, C15H44FN13O10 in total in a non-equilibrium geometry (ωB97M-V with the def2-TZVPD basis set, the OMol25 dataset).

electronic energy = -2162.246324 Ha
SMILES string = COC[C@@H](OCF)OCCNC[C@@H](C)O.NC(N)=O.NC(N)=O.NC(N)=O.NC(N)=O.NC(N)=O.NC(N)=O
E_LUMO = 0.4 eV
gap between HOMO and LUMO = 9.01 eV

Geometry as ORCA input:
```
! RIJCOSX wB97M-V def2-TZVPD def2/J DEFGRID3
* xyz 0 1
C -2.272 -0.856 0.162
O -1.729 0.440 0.115
C -1.626 0.954 -1.165
C -1.260 2.422 -1.137
O -1.940 3.132 -2.191
C -1.278 3.197 -3.390
F -0.719 4.466 -3.534
O -1.570 2.987 0.085
C -1.753 4.393 0.169
C -3.237 4.808 0.282
N -4.177 3.759 -0.078
C -5.169 4.134 -1.053
C -5.936 2.935 -1.545
C -7.060 3.330 -2.479
O -5.019 2.007 -2.134
H -1.703 -1.559 -0.449
H -3.310 -0.863 -0.172
H -2.225 -1.187 1.190
H -2.552 0.841 -1.733
H -0.824 0.431 -1.700
H -0.190 2.571 -1.342
H -0.451 2.486 -3.429
H -1.963 3.036 -4.215
H -1.223 4.717 1.058
H -1.279 4.866 -0.686
H -3.366 5.688 -0.351
H -3.442 5.126 1.301
H -3.663 2.963 -0.423
H -4.727 4.623 -1.940
H -5.858 4.852 -0.608
H -6.325 2.402 -0.682
H -8.017 2.918 -2.177
H -7.187 4.406 -2.556
H -6.851 2.949 -3.474
H -4.397 2.507 -2.678
N 2.439 3.367 -2.382
C 3.074 4.191 -1.488
N 2.288 5.192 -0.976
O 4.236 4.040 -1.168
H 1.490 3.516 -2.667
H 2.979 2.635 -2.808
H 2.713 5.816 -0.317
H 1.333 5.333 -1.248
N 0.641 -4.562 1.241
C -0.248 -3.544 1.310
N 0.356 -2.303 1.260
O -1.463 -3.653 1.415
H 1.617 -4.314 1.159
H 0.340 -5.524 1.296
H -0.227 -1.488 1.287
H 1.350 -2.209 1.146
N -0.550 -8.056 4.501
C -0.388 -7.027 3.614
N -0.842 -5.803 4.019
O 0.116 -7.187 2.515
H -0.978 -7.945 5.399
H -0.234 -8.962 4.212
H -0.832 -5.070 3.329
H -1.303 -5.649 4.895
N 3.347 -4.286 3.608
C 3.992 -3.942 2.465
N 5.332 -4.034 2.421
O 3.357 -3.537 1.476
H 3.828 -4.637 4.415
H 2.343 -4.246 3.610
H 5.744 -3.746 1.534
H 5.905 -4.315 3.193
N 4.401 -2.919 -0.925
C 5.718 -2.563 -0.941
N 6.252 -2.225 -2.146
O 6.383 -2.558 0.094
H 3.834 -2.967 -1.753
H 4.016 -3.225 -0.031
H 7.215 -1.947 -2.164
H 5.716 -2.202 -2.992
N 2.923 -0.208 0.224
C 2.348 0.911 -0.315
N 1.846 1.817 0.582
O 2.284 1.089 -1.520
H 2.989 -0.388 1.208
H 3.306 -0.882 -0.416
H 1.423 2.648 0.211
H 1.892 1.690 1.575
*
```

=====

2.
# C15H45BrClO4PSi5

A cluster of 3 separate species, C15H45BrClO4PSi5 in total (ωB97M-V with the def2-TZVPD basis set, the OMol25 dataset).

electronic energy = -5722.908528 Ha
SMILES string = C[Si](C)(C)O[Si](C)(C)C.C[Si](C)(C)O[Si](C)(C)C.CCOC[Si@H](Cl)P(O)Br
E_LUMO = 0.3 eV
gap between HOMO and LUMO = 9.23 eV

Geometry as ORCA input:
```
! RIJCOSX wB97M-V def2-TZVPD def2/J DEFGRID3
* xyz 0 1
C -4.063 -0.697 -1.978
Si -5.462 0.469 -2.414
C -6.843 0.258 -1.176
C -4.834 2.221 -2.373
O -6.005 0.155 -3.933
Si -6.675 -1.047 -4.838
C -6.944 -0.389 -6.558
C -8.309 -1.566 -4.097
C -5.524 -2.517 -4.897
H -4.408 -1.730 -1.906
H -3.629 -0.433 -1.009
H -3.268 -0.660 -2.726
H -7.710 0.865 -1.446
H -6.514 0.568 -0.181
H -7.169 -0.781 -1.109
H -5.624 2.936 -2.608
H -4.018 2.372 -3.082
H -4.461 2.462 -1.375
H -7.616 0.471 -6.557
H -7.390 -1.165 -7.185
H -6.005 -0.081 -7.020
H -8.178 -2.037 -3.121
H -8.808 -2.287 -4.750
H -8.975 -0.710 -3.971
H -5.412 -2.982 -3.915
H -4.531 -2.227 -5.247
H -5.913 -3.275 -5.581
C 3.450 -3.476 2.586
Si 4.088 -1.761 2.211
C 5.561 -1.883 1.067
C 2.751 -0.753 1.398
O 4.518 -0.997 3.603
Si 5.543 -1.134 4.883
C 5.262 0.324 6.005
C 7.313 -1.136 4.284
C 5.200 -2.719 5.809
H 4.237 -4.121 2.981
H 3.062 -3.942 1.677
H 2.642 -3.444 3.320
H 6.012 -0.903 0.896
H 5.257 -2.288 0.099
H 6.334 -2.539 1.474
H 3.103 0.256 1.171
H 1.871 -0.664 2.037
H 2.443 -1.224 0.461
H 5.457 1.267 5.492
H 5.931 0.263 6.867
H 4.235 0.351 6.375
H 7.537 -2.025 3.691
H 8.001 -1.120 5.133
H 7.522 -0.260 3.666
H 5.438 -3.599 5.207
H 4.149 -2.787 6.100
H 5.804 -2.765 6.718
C 4.319 2.077 -0.569
C 3.764 2.923 0.575
O 2.873 3.937 0.140
C 1.692 3.434 -0.455
Si 0.229 4.541 -0.014
Cl 0.633 5.702 1.617
P -1.635 3.420 0.675
O -1.757 2.483 -0.682
Br -0.492 2.015 2.014
H 4.533 2.714 -1.433
H 5.248 1.589 -0.255
H 3.627 1.288 -0.887
H 3.257 2.290 1.321
H 4.567 3.460 1.088
H 1.462 2.414 -0.102
H 1.789 3.386 -1.552
H -0.157 5.445 -1.118
H -2.383 1.768 -0.524
*
```

=====

3.
# C15H45ClFN4O7P2S2Si4

A cluster of 3 separate species, C15H45ClFN4O7P2S2Si4 in total in a non-equilibrium geometry (ωB97M-V with the def2-TZVPD basis set, the OMol25 dataset).

electronic energy = -4541.497014 Ha
E_LUMO = -4.4 eV
gap between HOMO and LUMO = 6.65 eV

Geometry as ORCA input:
```
! RIJCOSX wB97M-V def2-TZVPD def2/J DEFGRID3
* xyz 1 1
N 8.245 -6.742 -0.293
C 7.257 -6.444 -1.303
N 5.957 -5.899 -0.851
C 5.422 -5.372 -1.959
N 4.134 -5.403 -2.336
P 3.445 -4.644 -3.799
O 3.049 -5.911 -4.633
O 2.052 -4.069 -3.322
S 4.515 -3.355 -4.689
S 3.059 -6.298 -1.331
O 3.172 -5.785 -0.026
O 1.845 -6.454 -2.009
F 3.827 -7.639 -1.394
N 6.385 -4.779 -2.737
C 7.692 -5.305 -2.301
Cl 8.474 -4.014 -1.372
P 8.718 -6.074 -3.655
O 8.509 -5.464 -4.970
H 8.475 -7.725 -0.350
H 7.886 -6.572 0.638
H 7.012 -7.377 -1.810
H 5.395 -6.505 -0.264
H 3.253 -5.717 -5.559
H 2.195 -3.462 -2.578
H 6.380 -3.769 -2.611
H 10.031 -6.011 -3.161
H 8.327 -7.426 -3.582
O 0.927 0.954 -0.138
Si 0.705 -0.032 -1.429
C -0.044 0.915 -2.853
C -0.432 -1.450 -0.975
C 2.336 -0.757 -1.996
Si 0.020 1.905 0.869
C 1.086 2.743 2.145
C -1.245 0.851 1.761
C -0.865 3.223 -0.117
H -1.063 1.227 -2.620
H -0.078 0.295 -3.752
H 0.542 1.809 -3.077
H -0.076 -1.964 -0.078
H -0.484 -2.178 -1.789
H -1.443 -1.093 -0.780
H 2.808 -1.345 -1.201
H 3.036 0.021 -2.304
H 2.164 -1.409 -2.857
H 1.609 2.019 2.774
H 0.456 3.358 2.791
H 1.830 3.393 1.681
H -1.984 0.445 1.067
H -1.773 1.444 2.509
H -0.762 0.013 2.269
H -1.613 2.788 -0.782
H -0.159 3.791 -0.726
H -1.375 3.917 0.554
O -5.493 5.484 2.745
Si -7.068 5.758 2.331
C -8.208 4.989 3.601
C -7.430 4.999 0.658
C -7.425 7.584 2.244
Si -4.489 4.208 3.007
C -2.774 4.786 3.463
C -4.360 3.158 1.463
C -5.142 3.149 4.404
H -8.142 3.900 3.583
H -9.244 5.268 3.400
H -7.952 5.326 4.608
H -6.710 5.344 -0.088
H -8.431 5.278 0.324
H -7.380 3.909 0.700
H -6.801 8.079 1.498
H -7.256 8.071 3.207
H -8.470 7.738 1.967
H -2.328 5.389 2.668
H -2.132 3.917 3.630
H -2.781 5.380 4.379
H -5.312 2.678 1.230
H -3.611 2.379 1.601
H -4.070 3.771 0.607
H -6.082 2.667 4.128
H -5.321 3.752 5.297
H -4.424 2.366 4.659
*
```